Formula: C3H3NO
Source: OMol25
Level of theory: ωB97M-V/def2-TZVPD

Atoms and positions in Å:
C -1.029 -0.242 0.226
C 0.210 0.131 -0.098
O 0.519 1.215 -0.854
C 1.381 -0.565 0.387
N 2.308 -1.087 0.841
H -1.859 0.418 -0.007
H -0.298 1.480 -1.298
H -1.239 -1.182 0.717

Computed properties:
charge: 0
Kohn-Sham gap: 10.46 eV
total energy: -6695.82054 eV
SMILES: C=C(O)C#N
HOMO: -9.98 eV
LUMO: 0.01767 Eh